{
  "formula": "C33H30AsN2OPtS4",
  "method": "wB97M-V/def2-TZVPD",
  "symbols": ["Pt", "C", "C", "N", "C", "C", "S", "C", "C", "S", "C", "N", "C", "H", "H", "H", "H", "H", "H", "H", "H", "S", "C", "C", "C", "C", "C", "C", "As", "C", "C", "C", "C", "C", "C", "C", "C", "C", "C", "C", "C", "H", "H", "H", "H", "H", "H", "H", "H", "H", "H", "H", "H", "H", "H", "C", "S", "O", "C", "C", "C", "C", "C", "C", "H", "H", "H", "H", "H", "H", "H", "H"],
  "coordinates": [[-0.6800, 0.3856, -0.3439], [0.4933, 2.2094, 2.6130], [-0.3933, 1.0278, 2.8250], [-0.9040, 0.2747, 1.8847], [-1.6698, -0.7582, 2.3979], [-1.7228, -0.7900, 3.7498], [-0.8074, 0.4966, 4.3968], [-2.2958, -1.6843, 1.4517], [-3.0970, -2.7425, 1.7271], [-3.5473, -3.5089, 0.2723], [-2.6288, -2.3808, -0.6332], [-2.0378, -1.4920, 0.1141], [-2.5131, -2.4603, -2.1178], [0.3770, 2.5770, 1.5959], [1.5359, 1.9263, 2.7750], [0.2474, 3.0050, 3.3165], [-2.2444, -1.4909, 4.3813], [-3.4402, -3.0969, 2.6857], [-3.2686, -3.1197, -2.5403], [-1.5250, -2.8371, -2.3899], [-2.6235, -1.4673, -2.5501], [-0.5024, 0.3877, -2.5648], [1.1666, 0.6119, -3.0556], [1.3789, 0.7936, -4.4288], [2.6594, 0.9581, -4.9227], [3.7419, 0.9356, -4.0531], [3.5413, 0.7443, -2.6919], [2.2613, 0.5761, -2.1799], [1.9270, 0.3565, -0.2829], [3.7156, 0.5460, 0.4626], [4.5511, -0.5395, 0.7068], [5.8250, -0.3259, 1.2195], [6.2665, 0.9633, 1.4828], [5.4348, 2.0474, 1.2380], [4.1596, 1.8386, 0.7328], [1.7385, -1.5882, -0.1400], [1.4884, -2.1159, 1.1260], [1.2044, -3.4640, 1.2849], [1.1651, -4.3002, 0.1749], [1.4295, -3.7823, -1.0853], [1.7191, -2.4314, -1.2437], [0.5255, 0.8062, -5.0952], [2.8128, 1.1069, -5.9834], [4.7471, 1.0607, -4.4340], [4.3943, 0.7161, -2.0260], [4.2186, -1.5473, 0.4968], [6.4745, -1.1709, 1.4088], [7.2607, 1.1241, 1.8787], [5.7773, 3.0535, 1.4426], [3.5107, 2.6870, 0.5432], [1.5097, -1.4683, 1.9978], [1.0164, -3.8632, 2.2739], [0.9423, -5.3528, 0.2945], [1.4215, -4.4335, -1.9508], [1.9205, -2.0403, -2.2340], [-3.2963, 4.5757, 0.3962], [-2.4547, 3.1223, 1.0049], [-1.2662, 2.9149, 0.1019], [-3.6551, 1.8831, 0.5492], [-3.8214, 1.5613, -0.7920], [-4.7019, 0.5482, -1.1341], [-5.4026, -0.1318, -0.1415], [-5.2269, 0.2004, 1.1941], [-4.3436, 1.2143, 1.5464], [-3.5059, 4.4389, -0.6639], [-2.6327, 5.4240, 0.5539], [-4.2162, 4.7012, 0.9671], [-3.2494, 2.0839, -1.5496], [-4.8428, 0.2869, -2.1758], [-6.0914, -0.9219, -0.4126], [-5.7710, -0.3316, 1.9637], [-4.1807, 1.4669, 2.5883]],
  "forces_ev_per_angstrom": [[0.32, 0.02, -0.12], [0.03, -0.06, -0.02], [0.12, 0.04, 0.02], [-0.21, -0.02, -0.19], [0.06, -0.06, -0.17], [-0.04, -0.04, 0.06], [-0.03, 0.07, 0.10], [0.20, 0.12, -0.03], [-0.07, -0.05, 0.05], [-0.03, -0.11, -0.03], [0.03, 0.00, 0.01], [-0.23, 0.13, 0.00], [0.01, 0.03, 0.07], [-0.01, -0.01, 0.01], [0.01, -0.01, -0.01], [0.00, -0.03, 0.01], [0.03, 0.02, -0.02], [0.01, 0.02, -0.03], [0.00, -0.02, 0.01], [-0.01, 0.02, 0.01], [-0.03, 0.00, -0.01], [0.02, 0.01, 0.43], [0.05, 0.02, -0.14], [-0.04, -0.03, 0.08], [0.01, 0.02, 0.01], [0.00, -0.01, -0.02], [-0.03, -0.05, 0.00], [-0.01, 0.04, -0.03], [-0.05, -0.49, -0.06], [0.03, 0.21, -0.02], [0.03, 0.08, 0.02], [-0.03, 0.00, -0.02], [0.01, -0.01, 0.00], [-0.01, 0.01, 0.00], [0.03, -0.02, 0.06], [0.02, 0.02, -0.01], [-0.04, 0.01, -0.01], [0.01, 0.01, -0.02], [0.00, 0.03, 0.00], [0.01, -0.01, 0.01], [-0.02, -0.01, 0.01], [0.01, 0.01, 0.00], [0.00, 0.00, 0.01], [-0.01, 0.00, 0.00], [0.00, 0.01, 0.01], [-0.01, -0.01, 0.00], [0.00, 0.01, 0.00], [-0.01, 0.00, 0.00], [0.00, -0.01, -0.01], [-0.01, 0.01, 0.00], [0.00, 0.00, 0.00], [0.00, 0.00, 0.00], [0.00, 0.01, 0.00], [-0.01, 0.01, 0.01], [0.00, 0.00, 0.00], [-0.06, -0.04, -0.11], [0.21, -0.13, 0.24], [-0.25, 0.17, 0.00], [-0.01, 0.13, -0.08], [-0.03, -0.10, -0.03], [0.00, 0.00, -0.01], [0.01, 0.03, -0.01], [0.01, -0.01, -0.01], [0.00, -0.06, 0.03], [-0.01, 0.07, 0.01], [0.00, -0.03, 0.00], [0.00, 0.01, -0.03], [0.01, 0.00, 0.00], [-0.02, 0.01, 0.02], [0.01, 0.01, 0.00], [0.00, 0.00, -0.01], [0.00, 0.02, -0.02]],
  "mulliken_spin": [1.045, 0.015, -0.004, 0.015, -0.013, 0.000, 0.006, 0.013, 0.000, 0.009, -0.013, 0.026, 0.032, -0.003, 0.002, 0.000, 0.000, 0.000, 0.000, -0.008, -0.008, 0.584, 0.003, 0.080, -0.037, 0.078, -0.028, 0.062, 0.040, 0.041, 0.009, 0.000, 0.003, 0.001, 0.009, 0.036, -0.004, 0.007, -0.003, -0.002, -0.026, -0.002, 0.000, 0.003, 0.005, 0.003, 0.000, 0.000, 0.000, -0.002, -0.002, 0.000, 0.000, 0.000, 0.002, 0.002, 0.003, 0.015, 0.014, -0.003, -0.003, -0.001, 0.002, -0.001, 0.000, 0.000, 0.000, -0.004, 0.000, 0.000, 0.000, 0.000],
  "total_charge": 1,
  "spin_multiplicity": 3,
  "e_lumo_ev": [-2.26, -4.45],
  "e_tot_ha": -5407.89674,
  "gap_ha": [0.2612, 0.2155]
}



{
  "formula": "C42H36ClN2P2Tl",
  "method": "wB97M-V/def2-TZVPD",
  "symbols": ["Tl", "Cl", "P", "P", "C", "C", "C", "C", "C", "C", "C", "C", "C", "C", "C", "H", "H", "H", "H", "H", "C", "C", "C", "C", "C", "H", "H", "H", "H", "H", "C", "C", "C", "C", "C", "H", "H", "H", "H", "H", "C", "C", "C", "C", "C", "H", "H", "H", "H", "H", "C", "C", "C", "C", "C", "H", "H", "H", "H", "H", "C", "C", "C", "C", "C", "H", "H", "H", "H", "H", "H", "H", "N", "C", "C", "C", "C", "N", "C", "C", "H", "H", "H", "H"],
  "coordinates": [[0.8619, 1.3366, -0.8750], [2.5256, -0.1313, -1.5567], [-1.2939, -0.7854, -2.3070], [1.7587, 0.9824, 1.8455], [-3.0052, -1.1915, -1.7707], [-0.7917, -2.3367, -3.1308], [-1.5201, 0.4670, -3.6439], [2.1359, 2.7143, 2.3071], [1.0366, 0.3783, 3.4095], [3.3924, 0.1685, 1.7721], [-4.1326, -0.4235, -2.1076], [-5.3771, -0.7245, -1.5498], [-5.5338, -1.7708, -0.6421], [-4.4160, -2.5356, -0.3149], [-3.1732, -2.2670, -0.8764], [-4.0324, 0.4147, -2.7961], [-6.2527, -0.1431, -1.8269], [-6.5122, -2.0041, -0.2072], [-4.5305, -3.3517, 0.3927], [-2.3189, -2.8808, -0.5894], [-1.9417, 1.7739, -3.2987], [-1.9992, 2.7730, -4.2732], [-1.6075, 2.5095, -5.5879], [-1.1593, 1.2319, -5.9185], [-1.0917, 0.2201, -4.9548], [-2.2098, 1.9989, -2.2617], [-2.3361, 3.7801, -4.0237], [-1.6671, 3.2967, -6.3451], [-0.8599, 1.0162, -6.9384], [-0.6929, -0.7600, -5.2139], [-1.7267, -3.1875, -3.7291], [-1.3196, -4.3834, -4.3234], [0.0224, -4.7645, -4.3373], [0.9579, -3.9238, -3.7255], [0.5630, -2.7322, -3.1155], [-2.7792, -2.9184, -3.6985], [-2.0641, -5.0163, -4.7942], [0.3363, -5.6905, -4.8367], [2.0058, -4.2254, -3.7685], [1.2851, -2.0818, -2.6211], [1.5291, -0.7492, 4.0838], [0.8888, -1.2108, 5.2322], [-0.2379, -0.5717, 5.7462], [-0.7127, 0.5596, 5.0847], [-0.0783, 1.0531, 3.9508], [2.3992, -1.2864, 3.7090], [1.2640, -2.1006, 5.7284], [-0.7456, -0.9571, 6.6360], [-1.6185, 1.0362, 5.4515], [-0.4851, 1.9442, 3.4669], [2.1433, 3.6838, 1.2810], [2.3627, 5.0263, 1.5676], [2.5887, 5.4465, 2.8736], [2.6016, 4.4890, 3.8886], [2.3819, 3.1321, 3.6208], [1.9665, 3.4018, 0.2428], [2.3491, 5.7682, 0.7725], [2.7426, 6.5082, 3.0860], [2.7836, 4.8095, 4.9081], [2.3705, 2.4128, 4.4404], [4.6125, 0.8103, 2.0306], [5.8146, 0.1124, 1.8844], [5.8437, -1.2124, 1.4532], [4.6269, -1.8536, 1.2097], [3.4166, -1.1950, 1.4073], [4.6386, 1.8607, 2.3196], [6.7559, 0.6271, 2.0570], [6.7944, -1.7278, 1.2795], [4.6432, -2.8759, 0.8400], [2.4802, -1.7344, 1.2528], [-0.5819, 1.8321, -0.1487], [0.4973, 2.7208, -1.7567], [-5.2798, -1.5455, 4.5039], [-4.4218, -1.2455, 3.7635], [-3.3693, -0.9036, 2.8253], [-2.2248, -1.7079, 2.6828], [-1.2335, -1.3293, 1.7701], [-1.3089, -0.2182, 1.0178], [-2.4319, 0.5111, 1.1285], [-3.4696, 0.2266, 2.0083], [-2.0803, -2.5758, 3.3333], [-0.3343, -1.9546, 1.6923], [-2.5630, 1.3994, 0.4979], [-4.3503, 0.8814, 2.0294]],
  "forces_ev_per_angstrom": [[0.55, -0.91, 1.18], [0.10, -0.03, -0.30], [-2.47, -0.84, -2.19], [1.42, 0.79, 1.21], [0.52, 0.31, 0.51], [1.14, -0.29, 0.52], [0.72, 0.50, 0.72], [-0.19, 0.57, -0.76], [-0.67, -0.22, 0.17], [0.13, -0.69, -0.13], [-0.17, 0.27, 0.21], [-0.04, 0.18, -0.27], [0.23, 0.03, -0.16], [0.14, -0.27, 0.02], [0.02, -0.03, 0.37], [-0.14, -0.26, 0.14], [0.22, -0.01, -0.05], [0.44, 0.17, -0.19], [0.13, 0.04, -0.14], [-0.16, 0.13, -0.09], [0.10, 0.11, -0.18], [-0.11, 0.01, 0.28], [-0.14, -0.24, 0.18], [-0.05, -0.30, 0.15], [0.24, 0.05, -0.22], [0.00, 0.01, -0.34], [0.06, -0.34, 0.09], [0.10, -0.32, 0.30], [0.00, -0.03, 0.12], [-0.16, 0.24, -0.04], [-0.34, -0.23, 0.14], [-0.11, 0.20, -0.05], [-0.08, 0.45, 0.10], [0.15, -0.12, -0.20], [-0.07, 0.12, -0.06], [0.13, -0.14, -0.18], [0.03, 0.08, 0.06], [-0.16, 0.47, 0.33], [-0.25, 0.28, 0.23], [-0.07, -0.34, -0.24], [-0.19, 0.00, -0.27], [-0.04, -0.11, 0.22], [0.20, -0.06, -0.34], [-0.21, 0.09, 0.11], [-0.09, -0.33, -0.31], [-0.22, 0.17, 0.12], [0.06, 0.14, -0.05], [0.22, 0.17, -0.37], [0.23, 0.12, -0.04], [0.16, -0.24, 0.07], [0.00, -0.15, 0.58], [0.03, 0.19, -0.24], [-0.06, -0.38, 0.04], [0.07, -0.09, -0.01], [-0.10, 0.25, -0.05], [0.09, 0.10, 0.15], [0.01, -0.21, 0.05], [-0.04, -0.46, 0.00], [-0.02, -0.11, -0.04], [0.05, 0.22, -0.22], [-0.14, 0.00, -0.22], [0.13, 0.06, -0.11], [-0.41, 0.28, -0.06], [0.08, -0.17, 0.07], [0.21, 0.29, -0.16], [-0.03, -0.26, -0.06], [-0.19, -0.01, 0.08], [-0.44, 0.23, 0.13], [-0.14, 0.11, 0.19], [0.21, 0.12, -0.12], [-0.62, 0.06, 0.47], [0.10, 0.81, -0.91], [2.10, 0.76, -1.79], [-1.65, -0.68, 1.42], [0.40, -0.10, -0.28], [-0.01, 0.20, 0.29], [-0.27, 0.11, 0.39], [-0.70, -0.45, 0.09], [-0.01, -0.13, 0.24], [-0.32, 0.07, -0.02], [-0.08, 0.25, -0.39], [-0.31, 0.39, -0.11], [0.36, -0.29, 0.08], [0.43, -0.37, 0.10]],
  "mulliken_charge": [1.472, -0.412, 1.266, 1.142, 0.315, -0.057, 0.632, 0.504, 0.255, 0.551, -0.412, -0.708, -0.602, -0.704, -0.288, 0.468, 0.450, 0.451, 0.476, 0.448, -0.151, -0.792, -0.581, -0.679, -0.647, 0.528, 0.444, 0.428, 0.435, 0.398, -0.213, -0.649, -0.548, -0.518, -0.242, 0.518, 0.425, 0.406, 0.430, 0.028, -0.270, -0.686, -0.644, -0.808, -0.326, 0.422, 0.425, 0.426, 0.465, 0.460, -0.438, -0.767, -0.603, -0.722, 0.091, -0.076, 0.428, 0.416, 0.433, 0.517, -0.639, -0.662, -0.660, -0.664, -0.292, 0.399, 0.413, 0.403, 0.430, 0.381, -0.166, -0.036, -0.443, -0.547, 0.736, -0.346, -0.725, 1.104, -0.295, -0.738, 0.569, 0.112, 0.092, 0.563],
  "total_charge": 2,
  "e_lumo_ev": [-9.32, -8.56],
  "e_tot_ha": -3046.25047,
  "relative_energy_kcal_mol": 90.2,
  "gap_ha": [0.1603, 0.1916]
}